1.
The following is a DFT calculation (ωB97M-V with the def2-TZVPD basis set) of C21H28N4O4 in the gas phase.

Structure (XYZ):
```
57
C21H28N4O4 | the Open Molecules 2025 dataset | ωB97M-V with the def2-TZVPD basis set
C -6.924 -3.168 -0.333
H -6.483 -4.161 -0.275
O -6.132 -2.434 -1.236
C -6.595 -1.116 -1.433
H -6.004 -0.701 -2.254
C -6.483 -0.203 -0.205
O -7.460 0.398 0.204
N -5.276 -0.113 0.393
C -4.037 -0.685 -0.081
H -4.228 -1.393 -0.884
C -3.092 0.424 -0.546
H -2.155 -0.009 -0.898
H -3.542 0.974 -1.375
C -2.837 1.408 0.603
C -4.178 1.954 1.099
C -5.099 0.804 1.501
H -6.084 1.181 1.779
H -4.669 0.256 2.347
H -4.015 2.618 1.947
H -4.637 2.533 0.297
O -2.067 2.518 0.183
C -0.720 2.409 0.030
C 0.041 1.275 0.298
C 1.414 1.302 0.125
C 2.055 2.449 -0.325
C 1.285 3.574 -0.618
C -0.078 3.560 -0.435
H -0.681 4.428 -0.647
H 1.783 4.455 -0.991
C 3.526 2.513 -0.562
O 4.017 3.211 -1.432
N 4.271 1.776 0.293
H 3.826 1.148 0.943
C 5.681 1.552 0.097
C 5.986 0.089 0.072
N 5.112 -0.809 0.502
N 5.696 -1.999 0.356
C 6.940 -1.891 -0.162
C 7.163 -0.544 -0.359
H 8.041 -0.079 -0.757
C 7.798 -3.074 -0.423
H 7.986 -3.626 0.498
H 7.318 -3.751 -1.130
H 8.749 -2.753 -0.838
C 5.004 -3.199 0.724
H 4.873 -3.852 -0.142
H 4.029 -2.913 1.111
H 5.555 -3.742 1.495
H 6.256 2.032 0.902
H 5.964 2.024 -0.849
H 1.976 0.398 0.314
H -0.418 0.360 0.641
H -2.334 0.891 1.434
H -3.575 -1.230 0.752
H -7.654 -1.118 -1.725
H -6.929 -2.709 0.662
H -7.957 -3.245 -0.689
```

**ΔE to the lowest compared entry with this formula, charge and spin**: 77.4 kcal per mole
**LUMO**: 0.58 eV

Löwdin atomic charge list, values in e, 8 entries:
1. C -0.091
2. H 0.091
3. O -0.202
4. C -0.129
5. H 0.135
6. C -0.442
7. O 0.058
8. N -0.048

***

2.
The following is a DFT calculation (ωB97M-V with the def2-TZVPD basis set) of 2 unconnected molecules or ions with the total composition C21H28N4O4.

Structure (XYZ):
```
57
C21H28N4O4 | the Open Molecules 2025 dataset | ωB97M-V with the def2-TZVPD basis set
C -2.203 -2.678 -1.161
N -1.246 -2.829 -0.102
C -1.733 -2.468 1.202
C -0.871 -3.033 2.303
C 0.579 -2.750 2.005
N 0.931 -3.060 0.644
C 2.339 -3.222 0.427
C 0.093 -2.781 -0.412
C 0.530 -2.553 -1.710
H -1.976 -3.382 -1.970
H -3.196 -2.921 -0.756
H -2.204 -1.649 -1.562
H -1.739 -1.368 1.286
H -2.762 -2.834 1.290
H -1.140 -2.555 3.248
H -1.038 -4.110 2.408
H 0.774 -1.678 2.180
H 1.229 -3.336 2.663
H 2.527 -3.873 -0.434
H 2.847 -2.256 0.265
H 2.760 -3.695 1.328
H 1.584 -2.651 -1.932
H -0.204 -2.583 -2.512
C 2.608 -3.611 -8.543
O 1.566 -2.610 -8.502
C 1.192 -2.117 -7.290
C 0.170 -1.134 -7.268
C -0.205 -0.537 -6.085
C 0.448 -0.849 -4.863
C 0.186 -0.151 -3.615
C 1.117 0.449 -2.816
C 0.627 1.041 -1.567
O -0.538 0.926 -1.174
N 1.539 1.803 -0.824
C 1.060 2.452 0.376
C 2.926 1.709 -0.987
O 3.723 2.192 -0.187
N 3.383 1.040 -2.127
C 4.809 1.185 -2.327
C 2.533 0.665 -3.189
O 2.988 0.549 -4.325
C 1.400 -1.880 -4.894
C 1.766 -2.520 -6.062
H 2.674 -3.862 -9.600
H 3.568 -3.206 -8.188
H 2.338 -4.502 -7.957
H -0.283 -0.854 -8.219
H -0.972 0.239 -6.068
H -0.861 0.004 -3.345
H 1.935 2.842 0.887
H 0.377 3.260 0.106
H 0.530 1.725 0.993
H 5.090 0.684 -3.248
H 5.066 2.248 -2.361
H 5.318 0.751 -1.464
H 1.867 -2.167 -3.954
H 2.514 -3.314 -6.036
```

**ΔE to the lowest compared entry with this formula, charge and spin**: 95.5 kcal per mole
**LUMO**: -0.49 eV

Löwdin atomic charge list, values in e, 8 entries:
1. C -0.071
2. N -0.141
3. C -0.182
4. C -0.161
5. C -0.184
6. N -0.142
7. C -0.074
8. C -0.321

***

3.
The following is a DFT calculation (ωB97M-V with the def2-TZVPD basis set) of a molecular structure, C21H28NPSr.

Structure (XYZ):
```
52
C21H28NPSr | the Open Molecules 2025 dataset | ωB97M-V with the def2-TZVPD basis set
C -0.581 0.084 -4.854
C 0.101 1.070 -4.142
C 0.344 0.987 -2.764
C -0.160 -0.112 -2.095
C -0.906 -1.086 -2.744
C -1.065 -1.018 -4.155
C 1.086 2.086 -2.069
C 0.271 2.891 -1.028
N -0.785 2.156 -0.235
Sr 0.480 0.143 0.530
C -1.568 -2.175 -1.946
P -1.943 -1.621 -0.169
H 0.435 1.942 -4.694
H -1.618 -1.823 -4.675
H -0.754 0.158 -5.925
H -0.904 -3.040 -1.759
H -2.488 -2.562 -2.388
H 1.996 1.749 -1.518
H 1.389 2.846 -2.791
H 0.925 3.385 -0.288
C -2.616 -3.192 0.441
C -3.691 -0.949 -0.803
H -0.252 3.701 -1.530
C -2.100 2.312 -0.902
C -0.810 2.537 1.183
H -0.099 -2.097 0.092
H -2.368 3.341 -0.948
H -1.985 1.924 -1.902
H -2.845 1.752 -0.353
H -1.117 3.584 1.320
H -1.467 1.895 1.764
H 0.233 2.512 1.587
H -4.259 -1.822 -1.174
H -4.261 -0.503 0.038
H -3.588 -0.242 -1.659
H -3.412 -3.581 -0.159
H -1.754 -3.847 0.461
H -3.004 -2.984 1.449
H -2.015 -0.917 1.005
C 2.503 1.479 1.020
C 2.869 0.746 1.947
C 3.297 -0.122 3.019
C 4.067 -1.269 2.764
C 4.441 -2.103 3.821
C 4.131 -1.753 5.140
C 3.325 -0.635 5.386
C 2.963 0.210 4.334
H 4.448 -1.473 1.765
H 5.041 -3.016 3.636
H 4.545 -2.326 5.979
H 3.044 -0.390 6.430
H 2.481 1.165 4.557
```

**LUMO**: -0.64 eV

Löwdin atomic charge list, values in e, 8 entries:
1. C -0.099
2. C -0.064
3. C -0.306
4. C -0.156
5. C -0.344
6. C -0.063
7. C -0.158
8. C -0.192

***

4.
The following is a DFT calculation (ωB97M-V with the def2-TZVPD basis set) of 7 unconnected molecules or ions with the total composition C21H28O21.

Structure (XYZ):
```
70
C21H28O21 | the Open Molecules 2025 dataset | ωB97M-V with the def2-TZVPD basis set
C 3.966 -11.405 19.157
C 3.550 -10.651 17.876
O 2.342 -11.369 17.465
C 1.994 -12.251 18.420
O 1.033 -12.904 18.263
O 2.782 -12.202 19.478
H 4.181 -10.762 20.010
H 4.778 -12.061 18.962
H 4.275 -10.733 17.049
H 3.236 -9.588 18.031
C 7.101 -15.339 16.991
C 7.553 -15.155 18.489
O 8.964 -15.451 18.393
C 9.322 -15.917 17.185
O 10.408 -16.303 16.907
O 8.313 -15.765 16.250
H 6.746 -14.433 16.466
H 6.404 -16.164 16.779
H 7.100 -15.823 19.214
H 7.568 -14.091 18.853
C 1.802 -15.479 21.463
C 1.169 -15.491 20.080
O 2.342 -15.925 19.300
C 3.438 -15.565 19.913
O 4.586 -15.656 19.510
O 3.215 -15.250 21.216
H 1.774 -16.499 21.890
H 1.462 -14.831 22.210
H 0.817 -14.529 19.736
H 0.368 -16.171 19.930
C 1.362 -10.398 14.767
C 0.404 -9.496 15.562
O -0.437 -8.903 14.569
C -0.285 -9.654 13.390
O -0.925 -9.472 12.430
O 0.686 -10.582 13.534
H 1.521 -11.414 15.152
H 2.354 -9.954 14.537
H 0.867 -8.668 16.140
H -0.276 -10.024 16.214
C 6.173 -15.939 10.759
C 7.214 -15.267 11.716
O 6.429 -14.663 12.727
C 5.189 -15.109 12.655
O 4.397 -14.883 13.515
O 4.993 -15.827 11.527
H 6.396 -17.011 10.672
H 5.926 -15.518 9.799
H 7.863 -14.471 11.290
H 7.879 -16.061 12.097
C 1.762 -13.161 10.385
C 2.782 -12.888 11.475
O 4.069 -13.026 10.744
C 3.866 -13.724 9.652
O 4.736 -14.053 8.897
O 2.541 -14.042 9.507
H 1.437 -12.297 9.819
H 0.927 -13.716 10.782
H 2.890 -13.673 12.227
H 2.698 -11.937 12.026
C 2.375 -15.843 15.913
C 1.830 -14.748 14.892
O 2.621 -13.563 15.276
C 3.652 -13.909 16.066
O 4.525 -13.183 16.353
O 3.515 -15.170 16.509
H 2.673 -16.745 15.360
H 1.730 -16.113 16.749
H 0.808 -14.481 15.051
H 1.985 -14.988 13.843
```

**ΔE to the lowest compared entry with this formula, charge and spin**: 7.3 kcal per mole
**LUMO**: 0.31 eV

Löwdin atomic charge list, values in e, 8 entries:
1. C -0.054
2. C -0.073
3. O 0.015
4. C -0.627
5. O 0.165
6. O 0.084
7. H 0.134
8. H 0.112

***

no.,maximum force (eV/Å)
1,0.808
2,1.766
3,4.926
4,3.806